[1]
DFT (the ωB97M-V functional and the def2-TZVPD basis) results for a molecular structure, C43H47EuFN5PSSe2.

Output
E_LUMO (spin up / spin down), hartree: 0.066 / 0.073
Gap between HOMO and LUMO (spin up / spin down), eV: 6.2681 / 6.4931
Relative energy (zero: lowest compared OMol25 entry of this formula, charge and spin), eV: 0.000
E_HOMO (spin up / spin down), Eh: -0.1648 / -0.1652
Energy, eV: -225668.7869

```
! RIJCOSX wB97M-V def2-TZVPD def2/J DEFGRID3
* xyz -1 7
Eu 11.702 12.386 11.722
N 10.369 7.975 10.337
C 10.601 9.335 10.275
S 12.241 9.899 10.414
N 9.471 10.019 10.288
N 9.667 11.387 10.611
C 8.583 12.156 10.465
C 8.700 13.642 10.636
C 7.905 14.406 9.828
C 8.048 15.817 9.683
C 9.025 16.395 10.394
C 9.838 15.694 11.379
N 9.802 14.174 11.424
H 11.221 7.485 10.540
H 9.605 7.712 10.962
H 7.681 11.735 10.004
H 7.164 13.871 9.228
H 7.430 16.391 9.047
H 9.238 17.422 10.152
H 10.889 16.022 11.183
Se 13.023 10.447 13.612
P 14.378 11.758 14.729
Se 9.637 12.749 13.932
C 15.976 10.786 14.908
C 16.284 9.677 14.151
C 17.466 8.990 14.306
C 18.380 9.397 15.244
C 18.147 10.467 16.034
C 16.948 11.172 15.879
C 13.582 11.510 16.333
C 13.015 12.603 16.964
C 12.396 12.431 18.213
C 12.309 11.152 18.774
C 12.860 10.048 18.112
C 13.559 10.219 16.912
H 15.648 9.424 13.355
H 17.569 8.106 13.729
H 19.316 8.845 15.279
H 18.850 10.735 16.778
H 16.819 12.150 16.365
H 12.978 13.575 16.533
H 11.900 13.295 18.675
H 11.822 10.985 19.720
H 12.853 9.029 18.599
H 14.045 9.384 16.331
C 12.679 15.324 13.557
C 14.111 15.636 13.239
C 14.106 16.838 12.281
C 15.019 14.530 12.744
C 16.280 14.557 13.317
C 17.314 13.764 12.866
C 17.034 12.842 11.875
C 15.797 12.801 11.219
C 15.581 11.900 9.975
C 16.445 12.375 8.856
C 15.778 10.408 10.255
C 14.756 13.689 11.664
N 13.495 13.764 11.000
C 13.460 14.301 9.750
C 14.376 15.247 9.212
C 14.269 15.794 7.983
C 13.315 15.310 7.091
C 12.389 14.351 7.494
C 12.465 13.932 8.810
F 11.481 13.041 9.268
H 12.345 16.154 14.199
H 12.576 14.435 14.137
H 12.155 15.260 12.600
H 14.577 15.991 14.166
H 13.660 16.665 11.296
H 15.070 17.226 12.179
H 13.516 17.677 12.642
H 16.516 15.216 14.107
H 18.272 13.881 13.388
H 17.778 12.155 11.465
H 14.519 12.034 9.647
H 17.486 12.572 9.195
H 16.210 13.360 8.438
H 16.536 11.648 8.029
H 16.841 10.121 10.563
H 15.606 9.805 9.369
H 15.088 10.142 11.036
H 15.247 15.532 9.798
H 14.987 16.571 7.683
H 13.263 15.646 6.047
H 11.676 13.911 6.812
C 10.025 17.920 13.530
C 9.220 16.758 13.880
C 7.721 17.141 13.721
C 9.501 16.227 15.230
C 9.497 15.643 12.828
C 9.568 14.326 12.896
H 9.857 18.766 14.193
H 9.753 18.310 12.512
H 11.078 17.641 13.583
H 7.594 17.934 14.453
H 7.188 16.269 13.934
H 7.542 17.481 12.721
H 9.355 17.043 15.895
H 10.571 16.041 15.453
H 8.871 15.372 15.520
*
```

Atomic partial charges in e from the Löwdin method, atoms 1 to 6: atom 1 (Eu): 1.525, atom 2 (N): 0.030, atom 3 (C): -0.899, atom 4 (S): 0.430, atom 5 (N): -0.034, atom 6 (N): -0.153

[2]
DFT (the ωB97M-V functional and the def2-TZVPD basis) results for a molecular structure, C43H47GeN5SbTi.

Output
E_LUMO (spin up / spin down), hartree: -0.089 / -0.102
Gap between HOMO and LUMO (spin up / spin down), eV: 4.7696 / 6.3899
Relative energy (zero: lowest compared OMol25 entry of this formula, charge and spin), eV: 0.000
E_HOMO (spin up / spin down), Eh: -0.2645 / -0.3365
Energy, eV: -138964.1571

```
! RIJCOSX wB97M-V def2-TZVPD def2/J DEFGRID3
* xyz 1 3
Ti 0.054 0.460 0.546
C 3.371 0.387 1.540
C 3.065 0.040 0.118
C 4.078 -0.341 -0.727
C 3.857 -0.510 -2.101
C 2.596 -0.191 -2.586
C 1.574 0.126 -1.712
N 1.758 0.185 -0.346
Sb -0.141 1.107 -2.576
C 0.015 2.735 -1.148
C 0.067 4.029 -1.643
C 0.108 5.092 -0.759
C 0.084 4.819 0.604
C 0.047 3.512 1.050
C 0.060 3.206 2.518
N 0.021 2.473 0.178
C -1.791 0.249 -1.464
C -2.957 0.047 -2.179
C -4.158 -0.146 -1.512
C -4.166 0.057 -0.127
C -3.005 0.341 0.552
C -3.051 0.769 1.983
N -1.775 0.322 -0.091
H 4.282 -0.111 1.868
H 2.535 0.100 2.174
H 3.516 1.468 1.639
H 5.074 -0.459 -0.320
H 4.656 -0.796 -2.770
H 2.396 -0.184 -3.651
H 0.081 4.189 -2.712
H 0.158 6.112 -1.115
H 0.105 5.624 1.324
H -0.115 4.115 3.088
H 1.028 2.791 2.807
H -0.710 2.479 2.770
H -2.914 0.030 -3.262
H -5.075 -0.351 -2.046
H -5.100 0.045 0.418
H -4.005 0.509 2.440
H -2.941 1.857 2.035
H -2.220 0.320 2.526
C -0.832 -4.332 -1.996
C -0.538 -2.811 -2.020
N -0.230 -2.331 -0.675
C -1.292 -2.769 0.238
C -1.233 -4.301 0.418
N -0.356 -4.841 -0.674
C 1.066 -4.414 -0.474
C 1.059 -2.885 -0.256
H -0.304 -4.867 -2.783
H -1.897 -4.543 -2.078
H -1.407 -2.274 -2.398
H 0.306 -2.590 -2.674
H -2.253 -2.461 -0.176
H -1.164 -2.263 1.194
H -2.215 -4.763 0.329
H -0.809 -4.573 1.383
H -0.402 -5.857 -0.665
H 1.624 -4.700 -1.364
H 1.481 -4.931 0.385
H 1.858 -2.432 -0.844
H 1.231 -2.630 0.789
C 0.133 -0.303 2.360
Ge 0.426 -1.709 3.652
C -1.021 -3.086 3.802
C -0.847 -4.333 4.401
C -1.926 -5.180 4.623
C -3.208 -4.788 4.267
C -3.405 -3.539 3.694
C -2.320 -2.707 3.461
C 0.537 -0.966 5.485
C 0.854 -1.832 6.530
C 0.984 -1.371 7.831
C 0.799 -0.022 8.109
C 0.483 0.853 7.082
C 0.354 0.381 5.782
C 2.152 -2.733 3.610
C 3.292 -2.033 4.007
C 4.534 -2.646 4.073
C 4.666 -3.989 3.747
C 3.543 -4.711 3.375
C 2.304 -4.084 3.310
H 0.114 0.578 3.024
H 0.137 -4.651 4.727
H -1.767 -6.141 5.097
H -4.048 -5.446 4.448
H -4.405 -3.202 3.448
H -2.482 -1.733 3.012
H 1.008 -2.887 6.326
H 1.235 -2.058 8.629
H 0.905 0.339 9.124
H 0.340 1.905 7.293
H 0.105 1.082 4.991
H 3.199 -0.989 4.287
H 5.399 -2.078 4.392
H 5.634 -4.471 3.803
H 3.630 -5.769 3.150
H 1.431 -4.678 3.062
*
```

Atomic partial charges in e from the Löwdin method, atoms 1 to 6: atom 1 (Ti): 0.799, atom 2 (C): -0.037, atom 3 (C): -0.301, atom 4 (C): -0.045, atom 5 (C): -0.087, atom 6 (C): -0.173

> Which of these has the highest energy?

C43H47GeN5SbTi

> Which formula does entry 2 have?

C43H47GeN5SbTi

> Look up the relative energy (zero: lowest compared OMol25 entry of this formula, charge and spin) of the first one.

0.000 eV